C15H33Cl6N3O12 | ωB97M-V/def2-TZVPD

Computed properties:
LUMO ... -0.3 eV
Total energy ... -120257.631 eV
2S+1 ... 1
ΔE to the lowest compared entry with this formula, charge and spin ... 0.0000 eV
SMILES ... C[N+](=O)[O-].C[N+](=O)[O-].C[N+](=O)[O-].COC(=O)OC.COC(=O)OC.ClCCCl.ClCCCl.ClCCCl

Last column: natural (NBO) charge in e.
Positions of all 69 atoms, in Å:
O 3.6185 -0.2563 2.7342  -0.389
N 3.1736 3.2673 0.1667  0.540
C 4.4751 -2.3871 3.0537  -0.486
H 0.2826 -1.9282 1.5464  0.249
H -1.1453 2.9797 -3.8357  0.231
C -7.4085 -4.3745 -0.3298  -0.259
C 4.1955 2.1870 0.2910  -0.495
C -0.9221 -0.6994 6.2539  -0.255
H 5.4350 -2.2211 2.5686  0.237
O 1.5673 -4.5293 1.9791  -0.390
H 1.3851 1.8148 3.1281  0.192
O 2.8790 -1.8496 1.4870  -0.384
H -0.0012 -0.3219 6.6949  0.197
H 4.4141 1.8753 -0.7338  0.241
C -3.7256 -1.6327 -1.1041  -0.266
Cl 1.7896 3.9450 -4.8839  -0.079
H -1.0887 -3.0467 1.5702  0.235
C -5.5830 -2.9515 -0.6250  0.981
O -6.3897 -3.8400 -1.1881  -0.494
C -0.4476 0.7043 4.4560  0.984
Cl -1.4142 0.2983 0.2240  -0.061
H -0.9892 -1.7700 6.4106  0.193
H -7.0039 -5.1906 0.2640  0.189
O -0.3780 0.7210 3.1248  -0.511
H 0.7663 -1.0751 -1.2406  0.232
H -8.2224 -4.6759 -0.9788  0.195
H 4.5515 -2.1402 4.1071  0.234
Cl 2.0465 0.6208 -2.3174  -0.090
O 2.0041 2.9385 0.2108  -0.400
H 0.0293 2.6642 2.3835  0.199
C -2.2234 2.8855 -3.9802  -0.397
Cl 5.7205 2.7054 -3.7023  -0.077
O 3.5746 4.3963 -0.0147  -0.372
C 0.4845 1.6874 2.5203  -0.255
C -0.0777 -2.8776 1.9287  -0.486
O -4.7293 -2.5198 -1.5579  -0.496
H 4.0916 -3.3869 2.8995  0.250
H -0.1141 1.8864 -0.9977  0.238
H -0.8893 0.7063 -1.9974  0.237
H -3.6065 1.6278 -5.0480  0.227
H -0.0395 -2.9478 3.0079  0.230
N 0.7085 -3.9913 1.3163  0.540
H 3.8040 3.2109 -5.7428  0.225
C -0.3126 0.8202 -1.0818  -0.404
H 1.4616 0.0875 -0.1297  0.222
N 3.5669 -1.4163 2.3894  0.543
H 3.0685 1.8724 -4.7759  0.229
H -2.5274 3.8855 -4.2891  0.229
C 3.2809 2.9342 -4.8356  -0.368
H -7.7679 -3.6055 0.3540  0.203
H 3.6594 3.1603 -2.6630  0.218
H -3.2682 -1.1438 -1.9676  0.199
H -2.8920 -2.1790 -0.6585  0.185
H 3.7339 1.3650 0.8229  0.244
C -2.5390 1.8240 -4.9937  -0.388
O -5.6139 -2.6038 0.5251  -0.647
Cl -1.7026 0.2957 -4.6194  -0.061
C 4.0713 3.4120 -3.6333  -0.373
O -0.8716 -0.5011 4.8372  -0.504
H 5.1009 2.6351 0.6789  0.237
C 0.9238 -0.0136 -1.0715  -0.374
Cl -2.9967 2.5510 -2.4091  -0.058
H -2.2044 2.1298 -5.9835  0.227
O 0.3687 -4.3437 0.2030  -0.383
H 0.7992 1.2413 1.5876  0.198
O -0.2089 1.6266 5.1814  -0.635
H -1.7875 -0.1829 6.6603  0.194
H -4.1158 -0.8501 -0.4616  0.205
H 4.1760 4.4904 -3.7161  0.226

Forces on the atoms, in the same order (eV/Å):
O -0.1 0.2 0.1
N 0.1 -0.1 -0.1
C 0.1 0.2 0.2
H 0.2 0.0 0.1
H 0.0 -0.3 0.2
C 0.0 0.5 0.2
C -0.1 0.2 -0.8
C 0.2 0.2 -0.1
H 0.0 -0.2 0.1
O 0.3 0.1 0.1
H -0.2 0.0 0.1
O -0.1 0.3 0.0
H -0.1 0.1 0.2
H -0.1 0.0 0.0
C 1.0 0.5 -0.3
Cl -0.2 -0.4 0.0
H -0.1 0.2 0.1
C 0.4 0.1 0.0
O -0.4 -0.2 -0.2
C -0.3 0.3 -0.5
Cl 0.1 0.0 0.0
H -0.1 -0.1 0.0
H -0.1 -0.2 -0.1
O 0.0 -0.4 0.1
H -0.2 0.0 -0.3
H 0.1 -0.3 0.0
H -0.1 0.1 0.0
Cl 0.0 -0.1 -0.2
O 0.0 0.0 0.0
H -0.3 -0.1 -0.1
C 0.5 0.5 0.1
Cl -0.1 -0.1 0.1
O 0.0 0.0 0.0
C 0.7 0.0 0.5
C -0.4 -0.2 -0.3
O -0.4 -0.2 -0.1
H 0.0 0.0 -0.2
H 0.2 -0.1 0.4
H 0.2 -0.2 -0.1
H 0.0 -0.1 0.1
H 0.3 0.1 0.0
N -0.5 -0.2 0.1
H 0.2 -0.3 -0.1
C -0.9 0.2 -0.6
H -0.1 0.0 0.0
N 0.0 -0.4 -0.2
H -0.3 0.0 -0.2
H -0.4 -0.2 -0.2
C 0.0 0.6 0.5
H 0.1 0.0 -0.1
H -0.3 -0.1 -0.1
H -0.4 -0.1 -0.2
H -0.3 0.0 0.4
H 0.3 0.0 0.3
C -0.2 0.2 -0.3
O 0.1 0.1 0.1
Cl 0.0 -0.1 0.0
C 0.4 0.3 -0.4
O 0.1 -0.3 -0.2
H -0.1 -0.1 0.4
C 0.7 0.1 0.5
Cl 0.0 0.0 0.0
H 0.1 0.0 0.1
O 0.3 0.2 0.0
H -0.2 0.2 -0.2
O 0.3 0.2 0.3
H 0.0 0.0 0.2
H 0.0 -0.2 0.3
H 0.1 0.0 0.2